Entry 1:
{
  "formula": "C5H12N3",
  "method": "ωB97M-V/def2-TZVPD",
  "elements": ["C", "C", "C", "C", "C", "N", "N", "N", "H", "H", "H", "H", "H", "H", "H", "H", "H", "H", "H", "H"],
  "coordinates": [[-0.7562, -0.0157, -1.2157], [0.4185, 0.3760, -0.7569], [-1.4502, -0.9819, -0.1892], [1.4965, 1.1135, -1.4686], [0.5937, 1.1273, 1.6307], [-0.6968, -0.7063, 1.0852], [-1.4414, -2.3696, -0.4942], [0.4939, -0.0197, 0.7477], [-1.1491, 0.0750, -2.2192], [-2.4834, -0.7570, -0.0023], [1.5114, 2.1593, -1.0546], [1.3578, 1.0462, -2.5342], [2.4502, 0.6723, -1.3413], [-0.1457, 1.8579, 1.4212], [0.6316, 1.0025, 2.7688], [1.5611, 1.6279, 1.3573], [-1.2117, -0.0881, 1.6947], [-1.9674, -2.7626, 0.2817], [-0.5451, -2.6784, -0.4878], [1.3323, -0.6787, 0.7767]],
  "gap_ev": 10.86,
  "total_charge": 1,
  "relative_energy_kj_mol": 290.2,
  "smiles": "CC1=C[C@@H](N)N[N@@H+]1C",
  "e_homo_ev": -13.94
}

***

Entry 2:
{
  "formula": "C39H38N4O26P",
  "method": "ωB97M-V/def2-TZVPD",
  "elements": ["C", "C", "O", "N", "C", "N", "C", "N", "C", "C", "C", "O", "C", "C", "O", "N", "P", "O", "O", "O", "H", "H", "H", "H", "H", "H", "H", "H", "H", "H", "H", "H", "H", "H", "H", "H", "H", "H", "C", "C", "C", "O", "C", "C", "C", "O", "O", "O", "H", "H", "H", "H", "C", "C", "C", "O", "C", "C", "C", "O", "O", "O", "H", "H", "H", "H", "C", "C", "C", "O", "C", "C", "C", "O", "O", "O", "H", "H", "H", "H", "C", "C", "C", "O", "C", "C", "C", "O", "O", "O", "H", "H", "H", "H", "C", "C", "C", "O", "C", "C", "C", "O", "O", "O", "H", "H", "H", "H"],
  "coordinates": [[7.7238, -0.1201, 2.6063], [7.5324, -0.1794, 1.0909], [6.1870, -0.4881, 0.6874], [5.3192, 0.4452, 1.2149], [4.0411, 0.1206, 1.2331], [3.5455, -1.0155, 0.7471], [2.2437, -0.9135, 0.9387], [1.8704, 0.2064, 1.5189], [0.5100, 0.6231, 1.9024], [-0.4883, 0.3830, 0.7785], [-1.8595, 0.9403, 1.1912], [-2.8367, -0.1080, 1.1400], [-3.5687, -0.2792, 2.2994], [-5.0294, 0.0335, 2.1560], [-3.0379, -0.6633, 3.3104], [3.0480, 0.9306, 1.7342], [3.0784, 2.4615, 2.5165], [1.9482, 3.2780, 2.1277], [3.1977, 1.9919, 4.0253], [4.5092, 3.0068, 2.1264], [7.8984, 0.9023, 2.9504], [6.8353, -0.4863, 3.1211], [8.5808, -0.7130, 2.9160], [7.8311, 0.7576, 0.6078], [8.1319, -0.9740, 0.6542], [5.6770, 1.3363, 1.5110], [1.5363, -1.6746, 0.6497], [0.2238, 0.0471, 2.7865], [0.5232, 1.6691, 2.1847], [-0.6112, -0.6774, 0.5627], [-0.1482, 0.9032, -0.1200], [-1.8116, 1.3198, 2.2157], [-2.1691, 1.7439, 0.5260], [-5.2416, 0.7462, 1.3655], [-5.3984, 0.4233, 3.1013], [-5.5653, -0.8987, 1.9598], [3.4088, 2.7002, 4.6521], [5.1617, 2.9248, 2.8556], [-3.2100, 1.1252, -2.6068], [-3.7939, 0.6928, -3.7389], [-3.8675, 1.5523, -4.9900], [-4.4079, 1.0521, -5.9563], [-3.3072, 2.8865, -4.9514], [-2.7294, 3.3127, -3.8199], [-2.6379, 2.4462, -2.5826], [-2.0720, 2.9383, -1.6153], [-2.1882, 4.5116, -3.6729], [-4.3471, -0.4909, -3.8743], [-3.1584, 0.5185, -1.7120], [-3.3751, 3.4984, -5.8395], [-1.8469, 4.5490, -2.7582], [-4.6685, -0.5631, -4.7981], [-4.7812, -4.6248, -4.2921], [-5.4360, -5.7093, -3.8496], [-6.8638, -6.0183, -4.2582], [-7.3441, -7.0383, -3.8011], [-7.5491, -5.1016, -5.1417], [-6.8942, -4.0178, -5.5820], [-5.4626, -3.7206, -5.1855], [-4.9659, -2.7092, -5.6553], [-7.4221, -3.1170, -6.3936], [-4.9171, -6.6033, -3.0290], [-3.7640, -4.3975, -4.0070], [-8.5695, -5.3218, -5.4209], [-6.7258, -2.4524, -6.5619], [-5.6141, -7.2770, -2.8880], [5.5864, -5.4824, 0.0836], [4.7541, -6.0322, -0.8161], [4.3793, -5.3364, -2.1127], [3.6232, -5.9407, -2.8494], [4.9248, -4.0241, -2.3836], [5.7544, -3.4795, -1.4834], [6.1418, -4.1835, -0.1965], [6.9153, -3.5790, 0.5313], [6.3199, -2.2899, -1.5965], [4.1867, -7.2126, -0.6676], [5.8580, -5.9750, 1.0063], [4.6458, -3.5288, -3.3027], [6.8478, -2.1984, -0.7776], [3.6462, -7.3626, -1.4700], [8.5941, 4.2055, 4.6822], [9.7836, 4.7940, 4.4488], [10.0717, 5.5404, 3.1590], [11.1704, 6.0421, 3.0582], [9.0311, 5.6053, 2.1513], [7.8506, 5.0221, 2.3924], [7.5715, 4.2826, 3.6834], [6.4615, 3.7635, 3.8256], [6.8483, 5.0589, 1.5189], [10.7847, 4.7760, 5.2930], [8.3816, 3.6699, 5.5965], [9.2397, 6.1363, 1.2333], [6.0728, 4.6307, 1.9144], [11.5179, 5.2777, 4.8793], [-10.6868, 0.1398, 1.7496], [-9.5071, 0.3990, 2.3297], [-8.5956, 1.5105, 1.8532], [-7.5480, 1.6551, 2.4645], [-9.0012, 2.3117, 0.7249], [-10.1825, 2.0545, 0.1409], [-11.1048, 0.9525, 0.6276], [-12.1539, 0.8237, 0.0266], [-10.6539, 2.7203, -0.8950], [-9.0270, -0.2784, 3.3610], [-11.3430, -0.6506, 2.0851], [-8.3407, 3.0966, 0.3849], [-11.5259, 2.3255, -1.1012], [-8.1703, 0.1354, 3.5833]],
  "gap_ev": 6.82,
  "total_charge": 1,
  "e_homo_ev": -10.99
}

***

Entry 3:
{
  "formula": "C3H2IO3",
  "method": "ωB97M-V/def2-TZVPD",
  "elements": ["C", "C", "C", "O", "O", "O", "I", "H", "H"],
  "coordinates": [[-0.1744, -0.7959, 0.3477], [-2.3993, -0.8522, 0.1565], [-0.5642, 0.2133, -0.6510], [-3.5225, -1.0911, 0.2104], [-1.8233, 0.1950, -0.8080], [-1.3287, -1.3159, 0.8056], [0.5559, -1.8262, -1.5405], [0.6362, -0.7401, 1.0730], [0.0432, 1.0144, -1.0616]],
  "gap_ev": 9.32,
  "total_charge": 1,
  "relative_energy_kj_mol": 98.6,
  "e_homo_ev": -15.71
}